Formula: C32H33F4InN5O3
Source: the OMol25 dataset
Level of theory: the ωB97M-V functional and the def2-TZVPD basis

Computed properties:
Total energy, Eh: -2328.04988
Kohn-Sham gap, eV: 8.570
LUMO energy, eV: -1.79
Energy above the lowest of the compared OMol25 structures with the same formula, charge and spin, kcal per mole: 0.00
Largest force on an atom, eV/A: 2.53
Total charge: +1

```
78
C32H33F4InN5O3 | the OMol25 dataset | the ωB97M-V functional and the def2-TZVPD basis
In -0.403 1.193 -0.996
C 1.244 2.374 -3.445
N 1.532 1.891 -2.102
C 2.561 0.796 -2.228
C 1.981 2.954 -1.202
C 0.905 3.965 -0.901
N -0.369 3.308 -0.639
C -1.454 4.104 -0.291
C -2.764 3.668 -0.604
F -2.824 2.481 -1.265
C -3.876 4.388 -0.299
F -5.090 3.876 -0.719
C -3.807 5.593 0.330
C -2.558 6.039 0.685
F -2.380 7.176 1.348
C -1.411 5.311 0.378
F -0.266 5.824 0.808
H 2.179 2.763 -3.940
H 0.371 3.040 -3.446
H 0.831 1.529 -4.038
H 3.486 1.295 -2.583
H 2.193 -0.011 -2.868
H 2.797 0.346 -1.269
H 2.828 3.547 -1.574
H 2.332 2.451 -0.262
H 0.752 4.754 -1.680
H 1.298 4.449 0.024
H -4.685 6.119 0.630
C -0.762 -3.685 3.495
O 0.213 -3.108 2.664
C 0.992 -3.969 1.983
C 0.972 -5.355 2.029
C 1.874 -6.062 1.235
C 2.816 -5.437 0.425
C 2.790 -4.016 0.375
C 1.894 -3.313 1.139
N 1.747 -1.898 1.139
C 1.120 -1.202 0.196
N 0.854 -1.826 -0.975
C -0.373 -1.729 -1.696
C -1.108 -0.587 -1.828
C -2.275 -0.647 -2.573
C -2.702 -1.804 -3.155
C -1.914 -2.950 -3.072
C -0.710 -2.897 -2.381
O 0.148 -3.955 -2.278
C -0.147 -5.144 -3.033
N 0.775 0.077 0.423
C 0.886 0.677 1.721
C 2.124 0.939 2.321
C 2.264 1.655 3.502
C 1.119 2.240 4.013
C -0.138 2.038 3.425
C -0.240 1.331 2.212
O -1.388 1.172 1.514
C -2.629 1.531 2.160
H -1.466 -2.946 3.866
H -0.337 -4.240 4.292
H -1.395 -4.401 2.930
H 0.184 -5.868 2.572
H 1.820 -7.117 1.144
H 3.421 -5.967 -0.289
H 3.462 -3.466 -0.287
H 1.867 -1.422 2.054
H 1.198 -2.773 -1.003
H -2.890 0.223 -2.567
H -3.677 -1.836 -3.667
H -2.344 -3.888 -3.463
H 0.716 -5.768 -3.032
H -0.475 -4.800 -4.007
H -0.988 -5.683 -2.548
H 2.972 0.590 1.768
H 3.216 1.804 3.983
H 1.173 2.908 4.834
H -1.040 2.508 3.798
H -3.380 0.965 1.561
H -2.900 2.587 2.009
H -2.742 1.286 3.219
```

***

Formula: C32H33FN2O4PSSiTi
Source: the OMol25 dataset
Level of theory: the ωB97M-V functional and the def2-TZVPD basis

Computed properties:
Total energy, Eh: -3628.30749
Multiplicity: 2
Kohn-Sham gap (spin up / spin down), eV: 7.529 / 7.645
LUMO energy (spin up / spin down), eV: 0.02 / -0.09
Energy above the lowest of the compared OMol25 structures with the same formula, charge and spin, kcal per mole: 0.00
Expectation value of S²: 0.75
Largest force on an atom, eV/A: 0.31
Total charge: 0

```
76
C32H33FN2O4PSSiTi | the OMol25 dataset | the ωB97M-V functional and the def2-TZVPD basis
Ti -0.781 -0.175 0.147
O -1.884 0.166 -3.814
C -1.181 -0.154 -2.886
O -1.535 -0.030 -1.623
C 0.229 -0.699 -3.135
P 1.122 -1.011 -1.560
C 2.565 0.110 -1.534
C 2.715 1.193 -2.394
C 3.768 2.086 -2.231
C 4.679 1.906 -1.202
C 4.537 0.826 -0.339
C 3.488 -0.065 -0.498
C 1.842 -2.657 -1.829
C 1.164 -3.765 -1.331
C 1.633 -5.044 -1.590
C 2.788 -5.221 -2.338
C 3.472 -4.119 -2.830
C 2.999 -2.839 -2.580
H 0.742 0.014 -3.780
H 0.145 -1.620 -3.712
H 2.014 1.366 -3.199
H 3.867 2.923 -2.910
H 5.499 2.602 -1.075
H 5.248 0.676 0.464
H 3.367 -0.896 0.186
H 0.279 -3.623 -0.724
H 1.104 -5.903 -1.196
H 3.159 -6.219 -2.532
H 4.375 -4.255 -3.411
H 3.537 -1.980 -2.962
C -2.917 2.618 2.985
Si -3.370 1.592 1.476
C -3.106 2.675 -0.021
C -5.188 1.147 1.535
N -2.401 0.152 1.334
C -2.688 -0.983 2.068
C -3.311 -1.033 3.327
C -3.529 -2.232 3.989
C -3.132 -3.444 3.442
C -2.501 -3.443 2.203
C -2.310 -2.238 1.585
F -1.654 -2.232 0.350
H -3.399 3.599 2.928
H -1.837 2.781 3.029
H -3.221 2.156 3.925
H -3.905 3.420 -0.062
H -3.137 2.092 -0.944
H -2.163 3.219 0.022
H -5.795 2.050 1.638
H -5.434 0.482 2.364
H -5.484 0.648 0.609
H -3.610 -0.103 3.793
H -4.012 -2.215 4.958
H -3.302 -4.375 3.965
H -2.162 -4.352 1.723
C 0.812 -2.200 3.427
C 1.105 -1.745 2.017
O 1.956 -2.264 1.324
O 0.346 -0.746 1.619
H 1.226 -1.467 4.124
H 1.275 -3.164 3.616
H -0.265 -2.244 3.591
S 1.942 3.373 1.357
C 0.904 2.015 1.399
N 0.199 1.793 0.329
C 0.466 2.759 -0.644
C -0.134 2.855 -1.902
C 0.280 3.855 -2.754
C 1.274 4.768 -2.375
C 1.854 4.704 -1.126
C 1.431 3.694 -0.265
H 0.854 1.371 2.263
H -0.921 2.171 -2.186
H -0.179 3.941 -3.730
H 1.580 5.544 -3.064
H 2.607 5.417 -0.820
```

***

Formula: C32H33FNO2Pd
Source: the OMol25 dataset
Level of theory: the ωB97M-V functional and the def2-TZVPD basis

Computed properties:
Total energy, Eh: -1672.21557
Kohn-Sham gap (spin up / spin down), eV: 6.168 / 6.158
LUMO energy (spin up / spin down), eV: 2.26 / 2.25
Energy above the lowest of the compared OMol25 structures with the same formula, charge and spin, kcal per mole: 38.71
Largest force on an atom, eV/A: 2.60
Total charge: -1

```
70
C32H33FNO2Pd | the OMol25 dataset | the ωB97M-V functional and the def2-TZVPD basis
Pd 0.224 1.088 0.472
C -1.593 -2.216 -4.291
C -1.652 -1.068 -3.281
C -2.497 0.080 -3.841
C -2.209 -1.514 -1.945
C -3.468 -2.086 -1.929
C -4.081 -2.462 -0.749
C -3.427 -2.217 0.442
C -2.166 -1.650 0.483
C -1.604 -1.387 1.865
C -0.152 -1.832 2.041
C -1.813 0.088 2.221
C -1.509 -1.308 -0.726
N -0.255 -0.737 -0.722
C 0.793 -1.282 -1.356
C 0.815 -2.612 -1.845
C 1.901 -3.128 -2.513
C 3.040 -2.366 -2.731
C 3.084 -1.078 -2.213
C 2.003 -0.573 -1.537
F 2.120 0.691 -0.997
H -1.161 -1.866 -5.226
H -2.586 -2.605 -4.503
H -0.977 -3.026 -3.911
H -0.636 -0.693 -3.142
H -3.520 -0.242 -4.031
H -2.070 0.434 -4.778
H -2.522 0.907 -3.135
H -3.992 -2.242 -2.862
H -5.059 -2.922 -0.756
H -3.905 -2.487 1.377
H -2.207 -1.976 2.573
H 0.542 -1.162 1.525
H -0.018 -2.838 1.644
H 0.110 -1.837 3.099
H -1.200 0.736 1.538
H -1.512 0.284 3.248
H -2.859 0.366 2.096
H -0.058 -3.223 -1.668
H 1.870 -4.150 -2.871
H 3.885 -2.768 -3.271
H 3.961 -0.455 -2.320
O 2.017 0.596 2.118
C 1.396 1.376 2.867
O 0.651 2.308 2.475
C 1.475 1.130 4.361
C 0.488 1.652 5.192
C 0.421 1.276 6.521
C 1.352 0.391 7.041
C 2.360 -0.102 6.226
C 2.418 0.258 4.892
H -0.233 2.340 4.771
H -0.373 1.657 7.150
H 1.285 0.081 8.077
H 3.090 -0.788 6.633
H 3.178 -0.144 4.241
C -0.743 2.846 -0.513
C 0.446 3.141 -1.242
C 1.535 3.814 -0.624
C 2.682 4.101 -1.322
C 2.808 3.753 -2.662
C 1.758 3.095 -3.292
C 0.602 2.796 -2.609
H -1.614 2.525 -1.084
H -0.959 3.465 0.359
H 1.451 4.078 0.424
H 3.502 4.606 -0.826
H 3.716 3.980 -3.205
H 1.854 2.817 -4.334
H -0.204 2.278 -3.112
```

***

Formula: C32H33N7O8PSTi
Source: the OMol25 dataset
Level of theory: the ωB97M-V functional and the def2-TZVPD basis

Computed properties:
Total energy, Eh: -3813.47090
Multiplicity: 4
Kohn-Sham gap (spin up / spin down), eV: 3.646 / 5.939
LUMO energy (spin up / spin down), eV: 4.15 / 4.15
Energy above the lowest of the compared OMol25 structures with the same formula, charge and spin, kcal per mole: 63.61
Expectation value of S²: 3.78
Largest force on an atom, eV/A: 1.21
Total charge: -2

```
83
C32H33N7O8PSTi | the OMol25 dataset | the ωB97M-V functional and the def2-TZVPD basis
Ti 0.098 -0.031 0.289
O 0.283 1.397 -1.349
N -0.460 1.279 -2.450
C -1.795 1.449 -2.300
C -2.677 1.366 -3.337
C -2.161 1.101 -4.610
C -0.810 0.962 -4.761
C 0.107 1.063 -3.682
S 1.781 0.952 -3.947
H -2.107 1.642 -1.285
H -3.732 1.487 -3.139
H -2.817 1.013 -5.467
H -0.371 0.773 -5.730
O 4.503 -2.013 4.077
C 3.478 -1.676 3.424
C 2.914 -0.299 3.360
O 3.324 0.711 3.943
C 1.760 -0.366 2.444
C 1.555 -1.631 2.008
O 0.603 -1.846 1.134
C 2.616 -2.544 2.596
O 2.713 -3.751 2.385
O 1.003 0.602 1.901
C -0.741 2.717 2.967
P -1.069 2.266 1.225
C -2.872 2.121 1.179
C -3.805 2.934 0.560
C -5.154 2.581 0.486
C -5.580 1.395 1.109
C -4.696 0.598 1.790
C -3.299 0.876 1.778
C -0.442 3.720 0.318
C 0.864 4.096 0.653
C 1.537 5.056 -0.082
C 0.928 5.656 -1.177
C -0.355 5.276 -1.532
C -1.033 4.312 -0.796
H -1.182 3.683 3.216
H 0.332 2.710 3.150
H -1.177 1.939 3.593
H -3.494 3.882 0.143
H -5.866 3.232 -0.005
H -6.632 1.126 1.083
H -5.049 -0.294 2.295
H -2.683 0.445 2.562
H 1.380 3.593 1.464
H 2.556 5.314 0.178
H 1.464 6.391 -1.765
H -0.829 5.711 -2.404
H -2.010 3.998 -1.130
C 3.179 -0.027 -0.425
N 3.036 -1.103 -1.382
C 4.281 -1.447 -2.056
C 4.168 -2.809 -2.702
C 2.957 -2.799 -3.609
N 1.781 -2.423 -2.853
C 0.511 -2.643 -3.514
C 1.828 -1.505 -1.846
O 0.753 -1.103 -1.367
H 3.906 -0.317 0.329
H 2.257 0.162 0.109
H 3.116 1.514 -1.848
H 5.072 -1.423 -1.305
H 4.514 -0.685 -2.808
H 4.050 -3.576 -1.933
H 5.070 -3.026 -3.276
H 2.774 -3.793 -4.026
H 3.106 -2.104 -4.447
H 0.454 -3.685 -3.833
H 0.414 -1.990 -4.390
H -0.302 -2.434 -2.827
N 5.673 1.719 2.862
C 5.108 2.158 1.669
N 4.468 3.380 1.748
N 5.152 1.466 0.594
C 4.610 1.987 -0.559
N 3.650 1.209 -1.037
H 4.961 1.719 3.601
H 5.980 0.761 2.749
H 4.806 3.976 2.486
H 4.365 3.810 0.836
O -2.795 -1.110 -0.614
C -2.113 -0.528 0.134
```